[1]
46
Properties=species:S:1:pos:R:3 method="wB97M-V/def2-TZVPD" homo_lumo_gap_ha=0.2855 smiles="COc1cc(Nc2nc(NCCO)n3cnnc3c2C(N)=O)cc(OC)c1" homo_energy_ev=-8.0450 lumo_ev=-0.276 charge=0 total_energy_ha=-1305.33476
C -5.227 -0.117 3.313
O -4.656 -0.433 2.040
C -3.323 -0.523 1.951
C -2.787 -0.560 0.650
C -1.401 -0.551 0.484
N -0.965 -0.585 -0.874
C 0.279 -0.560 -1.428
N 1.306 0.097 -0.745
C 2.477 0.138 -1.324
N 3.346 0.796 -0.491
C 3.673 2.206 -0.768
C 2.450 3.065 -1.005
O 1.416 2.734 -0.089
N 2.698 -0.247 -2.627
C 3.811 -0.121 -3.438
N 3.539 -0.737 -4.583
N 2.302 -1.295 -4.471
C 1.774 -0.926 -3.334
C 0.465 -1.132 -2.685
C -0.572 -1.868 -3.392
N -0.356 -2.563 -4.540
O -1.744 -1.891 -3.037
C -0.550 -0.609 1.581
C -1.075 -0.575 2.875
O -0.197 -0.591 3.928
C -0.526 0.089 5.127
C -2.441 -0.534 3.079
H -6.277 0.045 3.213
H -5.141 -0.990 3.959
H -4.739 0.757 3.754
H -3.423 -0.503 -0.207
H -1.643 -1.003 -1.503
H 2.958 0.686 0.444
H 4.246 2.653 0.108
H 4.277 2.304 -1.663
H 2.698 4.115 -0.933
H 2.081 2.919 -2.020
H 1.161 1.771 -0.188
H 4.749 0.319 -3.148
H 0.541 -2.472 -4.998
H -1.154 -2.917 -5.050
H 0.540 -0.727 1.494
H 0.362 0.103 5.761
H -0.868 1.131 4.959
H -1.278 -0.395 5.742
H -2.808 -0.508 4.078

[2]
9
Properties=species:S:1:pos:R:3 method="wB97M-V/def2-TZVPD" homo_lumo_gap_ha="0.3969 / 0.1923" homo_energy_ev="-9.7266 / -7.2442" lumo_ev="1.072 / -2.012" charge=0 total_energy_ha=-586.89708
C 1.070 0.894 -0.207
N -1.980 0.194 0.343
O -0.834 -0.894 -0.690
O -2.893 0.397 -0.311
P 0.427 -0.640 0.002
H 0.958 1.657 -0.915
H 1.880 1.128 0.425
H 1.294 -1.881 -0.030
H 0.077 -0.856 1.384

Computed energy above the lowest of the compared OMol25 structures with the same formula, charge and spin (kcal per mole) in order:
8.2 143.0